Record 1
The following is a quantum chemistry calculation of a molecular structure, C27H35ClN3O4RuS2, from OMol25.

Kohn-Sham gap (spin up / spin down): 7.41 / 7.58 eV
Multiplicity: 2
Energy relative to the best compared isomer or geometry (same formula, charge and spin): 273.0 kJ/mol
E_LUMO (spin up / spin down): -6.76 / -6.63 eV
Energy: -2865.98672 hartree
Net charge: +2

Each line ends with the Mulliken spin population.
Cartesian coordinates (Å):
Ru: -0.07664 -0.51485 -0.12796  0.8567
O: -1.36110 -0.06630 -2.09636  0.0105
C: -2.28640 -0.99762 -2.69256  -0.0066
C: -1.58443 -2.10929 -3.44652  0.0002
C: -0.46265 -2.70915 -2.59639  -0.0010
C: -0.91239 -3.22689 -1.25415  0.0119
C: -1.51729 -4.47457 -1.17987  -0.0011
C: -1.74890 -5.07809 0.03940  0.0002
C: -1.31588 -4.42287 1.18210  -0.0003
C: -0.76479 -3.16982 1.05293  -0.0098
N: -0.60640 -2.53837 -0.12844  -0.0149
H: -0.68450 0.19895 -2.73797  0.0003
H: -2.97610 -0.45715 -3.34440  -0.0004
H: -2.85419 -1.39287 -1.84827  0.0027
H: -1.15939 -1.74481 -4.38399  0.0002
H: -2.33823 -2.85330 -3.71482  0.0001
H: 0.30889 -1.95790 -2.44421  0.0001
H: 0.02170 -3.52732 -3.13085  0.0001
H: -1.75569 -4.98547 -2.10339  -0.0003
H: -2.21318 -6.05332 0.09582  0.0000
H: -1.40130 -4.87034 2.16191  0.0000
H: -0.41358 -2.62696 1.91434  0.0041
O: 0.50231 -0.71659 1.77746  0.0340
S: 0.44431 0.31176 2.93859  -0.0069
C: -0.99470 0.05960 3.95219  -0.0010
C: -1.72431 -1.11649 4.02686  0.0031
C: -2.80660 -1.17526 4.88803  -0.0009
C: -3.14678 -0.07239 5.66355  0.0009
C: -2.41201 1.09985 5.57327  -0.0003
C: -1.33313 1.17634 4.70347  -0.0012
C: 1.73974 -0.33396 3.98230  0.0017
C: 2.34121 -1.55234 3.71275  0.0010
C: 3.32779 -2.00706 4.57606  0.0001
C: 3.69662 -1.24994 5.67805  0.0000
C: 3.09546 -0.02190 5.91945  0.0000
C: 2.11308 0.45074 5.06553  -0.0010
H: -1.46525 -1.97482 3.42235  0.0027
H: -3.38453 -2.08643 4.96071  -0.0001
H: -3.99104 -0.12724 6.33707  0.0000
H: -2.67947 1.96030 6.17104  -0.0001
H: -0.76932 2.09830 4.61849  0.0001
H: 2.06803 -2.12118 2.83667  0.0005
H: 3.81300 -2.95371 4.38159  0.0000
H: 4.46721 -1.61038 6.34563  0.0000
H: 3.39793 0.57522 6.76848  0.0000
H: 1.66078 1.41848 5.24160  0.0001
Cl: 2.68627 -1.82200 -0.14462  0.0015
C: 3.23504 -0.38614 -1.10962  -0.0065
C: 1.93294 0.37984 -1.16215  -0.0137
O: 1.12690 0.08365 -2.07885  0.0651
O: 1.52694 1.01527 -0.13679  0.0391
H: 3.54824 -0.75179 -2.07965  0.0011
H: 4.02757 0.10880 -0.56013  0.0000
C: -3.73858 2.92039 -1.87690  -0.0003
N: -3.58982 1.93730 -0.80088  0.0035
C: -4.67708 0.96049 -0.75917  0.0029
C: -2.50476 1.87785 -0.03434  -0.0012
S: -2.04387 0.28265 0.65970  0.0283
N: -1.88396 2.99652 0.29536  -0.0042
C: -2.57568 4.29237 0.32989  0.0000
C: -0.57518 3.03801 0.94201  0.0082
H: -4.03442 2.37172 -2.77117  0.0000
H: -2.79086 3.41410 -2.07190  0.0001
H: -4.50801 3.65974 -1.65628  0.0003
H: -5.61418 1.51263 -0.68231  0.0004
H: -4.58675 0.30508 0.09946  -0.0020
H: -4.69798 0.37236 -1.67395  0.0000
H: -3.64989 4.15614 0.26114  -0.0001
H: -2.22865 4.95417 -0.46254  -0.0001
H: -2.34559 4.74792 1.29196  -0.0001
H: 0.06866 2.24478 0.58831  -0.0065
H: -0.70325 2.98747 2.02484  -0.0016
H: -0.11073 3.98780 0.68398  0.0002

Atoms 1-3, force components in eV/Å:
Ru 0.044 0.724 0.000
O -0.031 -0.214 -0.038
C -0.069 0.049 0.062

Record 2
The following is a quantum chemistry calculation of a molecular structure, C26H38N7OSi2TeTl at a distorted geometry, from OMol25.

Kohn-Sham gap: 7.09 eV
E_LUMO: 0.06 eV
Energy: -2491.64864 hartree

Each line ends with the Mulliken charge.
Cartesian coordinates (Å):
Tl: -2.31846 0.27258 -0.19132  0.8568
O: -1.74612 3.81503 2.68097  -0.7953
C: -1.76742 2.72014 2.07147  -0.0189
N: -1.98893 2.50733 0.77119  -0.1084
C: -2.35545 3.70233 0.04942  -0.9245
C: -3.39676 3.48912 -1.00514  0.6391
C: -3.76773 4.54967 -1.84488  -0.6240
C: -4.66932 4.29853 -2.86786  -0.2789
C: -5.19249 3.02782 -3.02166  -0.6549
C: -4.79311 2.03606 -2.14037  -0.2704
N: -3.93933 2.27418 -1.15087  -0.2763
C: -1.45738 1.53111 2.91320  0.5726
C: -0.65088 1.70282 4.07584  -0.4101
C: -0.41169 0.59993 4.86415  -0.4561
C: -1.05358 -0.60594 4.58232  -0.2682
C: -1.81909 -0.68589 3.42249  -0.6702
N: -1.98369 0.35842 2.62105  -0.1810
H: -2.72446 4.45559 0.77015  0.5007
H: -1.45695 4.16983 -0.40341  0.1309
H: -3.35869 5.53512 -1.69221  0.4193
H: -4.93911 5.09451 -3.54988  0.4027
H: -5.88138 2.80354 -3.82294  0.4061
H: -5.17963 1.01548 -2.22952  0.3799
H: -0.27723 2.68900 4.28982  0.5014
H: 0.22201 0.68632 5.74008  0.4191
H: -0.94317 -1.47113 5.21396  0.4353
H: -2.28633 -1.62272 3.14092  0.3705
N: -0.71299 -2.27375 -4.03113  -0.0640
C: -0.31398 -3.32580 -3.25255  -0.9299
C: -0.25752 -2.84970 -1.97612  -0.2822
N: -0.55726 -1.51268 -1.96694  0.1446
C: -0.84337 -1.15103 -3.21770  0.1175
C: -1.27240 0.18334 -3.63005  0.0066
N: -1.38954 1.24186 -2.82815  0.0028
C: -1.73195 2.31113 -3.59695  -0.4281
C: -1.89603 1.92315 -4.90587  -0.8241
N: -1.54069 0.58911 -4.92872  -0.0811
H: -0.84501 -2.30814 -5.04237  0.1917
H: -0.11873 -4.30877 -3.64006  0.4230
H: -0.02192 -3.36777 -1.06745  0.4474
H: -1.80869 3.28141 -3.13252  0.6096
H: -2.20389 2.46424 -5.78604  0.4448
H: -1.55208 -0.00338 -5.74927  0.1999
C: 3.27481 -5.60265 1.77179  -1.0797
Si: 2.12439 -4.36471 0.97190  0.2860
C: 0.40589 -5.09815 0.86579  -1.0457
C: 2.80849 -3.94065 -0.71068  -0.9501
C: 1.99422 -2.80069 2.08509  -1.0057
Te: 0.87679 -1.11962 1.30439  -0.0836
C: 2.55990 -0.22162 0.27247  -1.0300
Si: 3.14457 1.34440 1.17880  0.1483
C: 4.61004 2.04695 0.26604  -1.0578
C: 3.59457 0.91386 2.91854  -0.9037
C: 1.79261 2.64218 1.10720  -0.3682
H: 3.37057 -6.49599 1.14812  0.3071
H: 2.89945 -5.92544 2.74914  0.3041
H: 4.28063 -5.20644 1.91974  0.3108
H: 0.31298 -5.79300 0.01348  0.3341
H: -0.37558 -4.33170 0.79208  0.3065
H: 0.23013 -5.68811 1.76606  0.3075
H: 2.52413 -4.70112 -1.44447  0.3250
H: 3.89170 -3.92666 -0.67077  0.3777
H: 2.46940 -2.98016 -1.08498  0.2559
H: 2.96692 -2.40794 2.34991  0.4705
H: 1.48483 -3.06409 3.01334  0.5355
H: 2.20070 -0.00205 -0.72685  0.4924
H: 3.31121 -0.99914 0.18930  0.4989
H: 5.44470 1.35121 0.21957  0.3108
H: 4.95458 2.94264 0.78438  0.3009
H: 4.35566 2.35173 -0.74523  0.2958
H: 4.40014 0.18331 2.95694  0.3339
H: 2.74547 0.50101 3.46961  0.2060
H: 3.96233 1.79116 3.44407  0.3579
H: 1.67968 3.00030 0.09599  0.3251
H: 2.06269 3.49676 1.72592  0.4094
H: 0.84383 2.26237 1.46828  -0.3514

Atoms 1-3, force components in eV/Å:
Tl -0.371 0.040 0.258
O -0.115 -0.431 -0.490
C 0.197 1.098 -0.342

Record 3
The following is a quantum chemistry calculation of a molecular structure, C12H27FeNO4P at a distorted geometry, from OMol25.

Kohn-Sham gap (spin up / spin down): 8.24 / 6.02 eV
Multiplicity: 6
E_LUMO (spin up / spin down): -8.30 / -10.53 eV
Energy: -2433.17862 hartree
Net charge: +2

Each line ends with the Mulliken spin population.
Cartesian coordinates (Å):
C: 3.59576 -1.05427 1.55015  0.0158
C: 4.61998 -0.28674 0.70374  0.0027
C: 4.03909 0.61883 -0.38738  0.0059
C: 2.94863 1.58063 0.11452  0.0012
C: 1.55255 1.08403 -0.09452  0.0993
C: 0.70574 1.47854 -1.40996  0.2009
O: -0.47535 0.79592 -1.21708  0.0532
P: -1.05677 0.85470 0.36843  0.1296
C: -2.88317 0.13944 -0.30792  0.3459
C: -3.07105 -1.31292 -0.58432  -0.0154
C: -2.60365 -1.89807 -1.93040  0.0126
C: -1.13837 -2.36085 -1.86724  0.0236
C: -2.89290 -0.95483 -3.09385  0.0007
C: -1.58983 0.93637 2.27380  0.0208
O: -0.56189 1.36221 3.11197  0.0028
N: -1.11377 1.75628 4.44153  -0.2093
O: -1.60044 0.82273 5.03151  -0.0210
O: 0.65031 1.31328 0.87412  0.5307
H: 2.58573 -1.02128 1.12721  -0.0018
H: 3.84738 -2.10939 1.62870  0.0006
H: 3.52607 -0.66576 2.56615  0.0012
H: 5.25037 0.33170 1.34468  0.0007
H: 5.28731 -0.99756 0.21838  0.0009
H: 3.66114 0.01526 -1.22111  0.0040
H: 4.84180 1.22210 -0.80760  0.0004
H: 3.07511 1.80935 1.17545  0.0011
H: 3.02518 2.53770 -0.41677  0.0254
H: 1.52694 -0.03217 -0.27772  0.1065
H: 1.24003 1.17447 -2.30781  -0.0046
H: 0.55136 2.56373 -1.39079  0.0150
H: -0.76845 -0.53171 0.58631  0.1791
H: -1.47859 2.20238 0.20622  0.1090
H: -3.01179 0.79535 -1.16861  0.0208
H: -3.46488 0.49340 0.54882  0.0716
H: -4.17417 -1.39587 -0.53692  0.0719
H: -2.70389 -1.92505 0.24566  0.0059
H: -3.20414 -2.79585 -2.07270  0.0005
H: -0.56188 -1.85588 -1.08929  -0.0029
H: -1.07126 -3.42794 -1.66377  0.0002
H: -0.62032 -2.16773 -2.80652  0.0036
H: -3.84226 -0.42315 -2.98532  0.0017
H: -2.96040 -1.51845 -4.02279  0.0013
H: -2.10931 -0.20589 -3.22541  -0.0019
H: -1.94902 -0.06356 2.53928  -0.0048
H: -2.43332 1.70440 2.29398  -0.0232
Fe: -3.18964 1.41211 3.93523  3.2177

Atoms 1-3, force components in eV/Å:
C -0.057 0.020 0.030
C 0.006 -0.008 -0.055
C -0.030 0.021 -0.046

Record 4
The following is a quantum chemistry calculation of C7H10Cl4 in the gas phase at a distorted geometry, from OMol25.

Kohn-Sham gap: 10.94 eV
Energy relative to the best compared isomer or geometry (same formula, charge and spin): 0.0 kJ/mol
E_LUMO: 0.70 eV
Energy: -2113.46255 hartree
SMILES string: C[C@]1(Cl)CCC[C@H](Cl)C1(Cl)Cl

Each line ends with the Mulliken charge.
Cartesian coordinates (Å):
C: -0.20185 -2.13450 -1.10785  -1.3788
C: 0.07098 -1.15899 -0.00197  0.4761
Cl: 0.12224 -2.03777 1.53235  -0.0796
C: -0.89681 0.04433 -0.03135  -0.7028
C: -0.39068 1.25104 0.85054  -0.7281
C: 0.95433 1.80848 0.36816  -0.7575
C: 2.05991 0.72577 0.68246  -0.2424
Cl: 3.69189 1.29565 0.73739  -0.1373
C: 1.73402 -0.47498 -0.26074  0.3644
Cl: 2.09956 -0.00297 -1.87555  -0.0970
Cl: 2.83757 -1.81002 0.10950  -0.1080
H: 0.66640 -2.87168 -1.11115  0.3602
H: -0.35717 -1.56563 -2.04727  0.3432
H: -1.11716 -2.79651 -0.69409  0.3437
H: -1.88699 -0.26959 0.33408  0.3678
H: -0.92632 0.49863 -1.07176  0.2583
H: -0.08010 0.90556 1.89435  0.2689
H: -1.08134 2.03510 1.05927  0.4505
H: 1.16240 2.05170 -0.76359  0.3573
H: 1.09988 2.68348 0.89843  0.3845
H: 1.81247 0.22856 1.63450  0.2566

Atoms 1-3, force components in eV/Å:
C -0.630 -2.166 1.267
C 2.187 2.409 -1.070
Cl -0.276 0.434 0.284

Record 5
The following is a quantum chemistry calculation of 2 unconnected molecules or ions with the total composition C44H48N3O2 at a distorted geometry, from OMol25.

Kohn-Sham gap: 5.50 eV
E_LUMO: -4.57 eV
Energy: -2019.87933 hartree
Net charge: +1

Each line ends with the Mulliken charge.
Cartesian coordinates (Å):
C: 5.51067 5.47723 0.97499  -0.7788
C: 4.64483 4.23187 0.95858  -0.5508
N: 3.64686 4.31602 -0.10455  0.1875
C: 2.57281 3.46218 -0.05193  1.6334
C: 2.50509 2.44861 0.94117  -0.3662
C: 1.39630 1.63496 1.05717  -0.7793
C: 0.25353 1.88615 0.24811  -0.0825
C: -0.94783 1.14056 0.33268  0.1695
C: -2.18620 1.87388 0.27803  -0.1612
C: -2.40469 2.99851 1.13524  -0.8881
C: -3.54075 3.77853 1.04230  -0.3995
C: -4.49626 3.53262 0.02140  2.0950
N: -5.63423 4.30882 -0.09056  0.1636
C: -5.92104 5.38701 0.85831  -0.4284
C: -7.43099 5.47966 1.04203  -0.7735
O: -8.11736 5.67258 -0.18847  -0.3445
C: -7.77224 4.78435 -1.25077  -0.6573
C: -6.29550 4.42604 -1.37305  -0.3253
C: -4.28046 2.42138 -0.83886  -0.7917
C: -3.20169 1.57277 -0.66417  -0.8689
C: 0.31753 2.94812 -0.71415  -1.2540
C: 1.48523 3.63293 -0.94499  -0.6707
C: 3.76189 5.17644 -1.26307  -0.5433
C: 4.96205 6.12579 -1.24673  -0.6457
O: 5.99606 5.77591 -0.32860  -0.3792
H: 4.90478 6.28976 1.41372  0.3562
H: 6.41314 5.29102 1.56709  0.3463
H: 5.28467 3.33453 0.84529  0.3339
H: 4.12708 4.15818 1.92669  0.4525
H: 3.33879 2.30326 1.62653  0.3334
H: 1.35641 0.81728 1.77894  0.5035
H: -0.93941 0.05264 0.35718  0.0860
H: -1.67071 3.22126 1.90836  0.4816
H: -3.70415 4.58860 1.75585  0.2007
H: -5.47198 5.19143 1.83515  0.3187
H: -5.53890 6.34331 0.45700  0.2862
H: -7.76625 4.56160 1.55324  0.3548
H: -7.69825 6.35746 1.64801  0.3589
H: -8.34829 3.84676 -1.14072  0.3290
H: -8.10789 5.29907 -2.16485  0.3066
H: -5.80601 5.19505 -1.99193  0.2962
H: -6.26422 3.48146 -1.91261  0.1827
H: -4.97633 2.19989 -1.64634  0.2081
H: -3.08876 0.68585 -1.28923  0.4299
H: -0.55660 3.14447 -1.34038  0.4234
H: 1.55713 4.31866 -1.79032  0.3951
H: 3.81940 4.58295 -2.19073  0.4190
H: 2.86097 5.80075 -1.33210  0.3582
H: 5.45625 6.13893 -2.22889  0.3160
H: 4.58802 7.14010 -1.00924  0.2815
C: 0.71251 -8.75277 0.09846  -0.5583
C: 1.20210 -8.08023 -1.01999  -0.9695
C: 1.19119 -6.68003 -1.06504  0.0567
C: 0.84039 -5.91342 0.06012  -1.0227
C: 0.86723 -4.36201 0.03401  3.7936
C: 1.74061 -3.90030 -1.14514  -0.0868
C: 1.29756 -2.98172 -2.09823  -0.1899
C: 2.22329 -2.40013 -2.97745  -0.8006
C: 3.58347 -2.70569 -2.88036  -0.5402
C: 3.99824 -3.72491 -2.01494  -1.3007
C: 3.05991 -4.37409 -1.21022  -0.1027
C: -0.56741 -3.80103 0.02442  -0.5955
C: -1.58217 -4.45202 -0.68523  0.0080
C: -2.88362 -3.93974 -0.67934  -0.9235
C: -3.20907 -2.79971 0.06216  -0.7835
C: -2.21544 -2.15928 0.80549  -0.7767
C: -0.91168 -2.66011 0.76338  -0.6151
C: 1.52107 -3.71102 1.29061  -1.7074
C: 2.78206 -4.32623 1.91650  -0.5619
C: 3.35947 -3.12969 2.68123  -0.8514
C: 3.12327 -1.96188 1.70921  -0.5588
N: 1.83911 -2.30300 1.12424  0.0988
C: 0.28106 -6.59175 1.15365  -0.2939
C: 0.20253 -7.99450 1.15726  -0.8452
H: 0.69322 -9.84801 0.12647  0.3934
H: 1.59154 -8.63821 -1.87106  0.4259
H: 1.45652 -6.20107 -2.01168  0.4351
H: 0.23892 -2.71515 -2.15482  0.4543
H: 1.86847 -1.68481 -3.72210  0.4362
H: 4.31600 -2.19722 -3.51596  0.4195
H: 5.04576 -4.02529 -1.94838  0.4007
H: 3.36306 -5.25460 -0.63248  0.6350
H: -1.35951 -5.36984 -1.23209  0.5006
H: -3.64967 -4.46339 -1.24489  0.4285
H: -4.21911 -2.39169 0.06523  0.4228
H: -2.41275 -1.28133 1.42764  0.6980
H: -0.15918 -2.12229 1.34683  0.8964
H: 0.81666 -3.71996 2.14513  0.7771
H: 2.53377 -5.17595 2.55895  0.4029
H: 3.48528 -4.65909 1.14840  0.2271
H: 2.74110 -2.96858 3.57806  0.2896
H: 4.40055 -3.24254 2.98819  0.4531
H: 3.11523 -0.96122 2.16569  0.2065
H: 3.90451 -1.90854 0.91527  0.3318
H: 1.56831 -1.77881 0.29721  0.2015
H: -0.14091 -6.02311 1.98851  0.3755
H: -0.24599 -8.50125 2.01122  0.3977

Atoms 1-3, force components in eV/Å:
C 0.069 -0.026 -0.349
C 0.523 -0.194 -0.031
N -1.102 -1.313 0.387